(1)
14
Properties=species:S:1:pos:R:3:forces:R:3 method="wB97M-V/def2-TZVPD" smiles="CO/C=C/CO" fmax_ev_per_a=1.0 homo_lumo_gap_ev=9.45 e_lumo_ev=0.865 relative_energy_ev=2.845
C -2.062 -0.866 0.103 -0.544 0.195 -0.161
O -1.963 0.516 -0.375 0.077 -0.622 0.619
C -0.681 0.872 -0.648 0.395 -0.226 0.182
C 0.287 0.341 0.089 0.127 0.309 0.094
C 1.696 0.164 -0.283 -0.119 -0.021 -0.286
O 2.480 0.943 0.593 0.594 0.079 0.016
H -3.024 -0.884 0.594 -0.361 -0.293 -0.177
H -1.336 -1.280 0.829 -0.289 0.895 -0.399
H -2.003 -1.519 -0.775 -0.273 0.090 0.091
H -0.538 1.618 -1.433 -0.230 -0.563 -0.158
H -0.012 -0.011 1.067 0.230 -0.436 -0.120
H 1.931 -0.914 -0.179 0.062 0.327 -0.011
H 1.836 0.410 -1.349 0.146 0.177 0.205
H 3.398 0.699 0.454 0.186 0.090 0.107

(2)
26
Properties=species:S:1:pos:R:3:forces:R:3 method="wB97M-V/def2-TZVPD" fmax_ev_per_a=1.5 homo_lumo_gap_ev=8.45 e_lumo_ev=2.454 relative_energy_ev=0.000 charge=-1
O -0.044 -2.880 -0.510 -0.863 0.170 -1.265
S 0.682 -2.256 0.548 0.967 -0.561 0.694
O 1.137 -3.191 1.534 0.520 -0.368 1.067
C -0.449 -1.223 1.493 0.630 0.807 -0.364
C -1.216 -0.155 0.743 -0.547 -0.323 0.567
C -2.221 -0.668 -0.253 -0.444 0.187 -0.508
S -3.713 -1.293 0.592 0.081 -0.129 0.425
N 1.983 -1.418 0.112 -1.394 0.494 -0.404
S 1.847 -0.315 -1.056 0.988 -0.317 0.294
O 0.601 -0.273 -1.769 -1.138 0.029 0.313
O 2.994 -0.396 -1.902 1.122 -0.083 -0.527
C 2.063 1.226 -0.159 -0.818 0.161 -0.329
B 1.293 2.469 -0.752 0.344 -0.100 0.275
O 0.932 2.589 -2.056 -0.590 -0.178 -0.362
O 1.001 3.524 0.105 -1.132 -0.201 0.393
H 0.190 -0.727 2.212 0.322 0.044 0.291
H -1.093 -1.867 2.068 -0.278 -0.530 -0.071
H -1.768 0.411 1.490 -0.106 0.253 0.222
H -0.566 0.548 0.258 0.469 0.146 -0.359
H -2.524 0.156 -0.878 -0.224 0.313 -0.206
H -1.819 -1.423 -0.904 0.301 -0.358 -0.052
H -4.586 -1.145 -0.401 -0.036 0.029 -0.246
H 3.111 1.480 -0.122 0.501 -0.199 0.043
H 1.730 1.037 0.851 0.012 0.048 0.443
H -0.042 2.605 -2.096 0.600 0.317 -0.332
H 0.478 3.185 0.852 0.714 0.349 -0.003